104
Properties=species:S:1:pos:R:3 method="wB97M-V/def2-TZVPD" orbital_gap_ev=5.9520 charge=-1 homo_energy_ev=-3.938 lumo_ha=0.0740
Cs -0.388 0.387 -0.344
C -3.640 3.042 1.026
C -3.424 2.328 -0.164
N -3.264 1.031 0.073
N -3.357 0.881 1.411
C -3.598 2.070 2.004
B -3.056 -0.451 2.146
N -1.564 -0.425 2.629
C -0.828 0.630 3.041
C 0.369 0.150 3.540
C 0.254 -1.243 3.392
N -0.909 -1.576 2.854
N -3.255 -1.669 1.242
C -4.225 -2.593 1.388
C -4.051 -3.561 0.424
C -2.914 -3.125 -0.278
N -2.441 -1.993 0.218
H -3.805 4.099 1.151
H -3.384 2.706 -1.176
H -3.721 2.139 3.073
H -3.793 -0.541 3.099
H -1.193 1.642 2.945
H 1.194 0.724 3.931
H 0.963 -2.017 3.647
H -4.959 -2.498 2.172
H -4.645 -4.443 0.258
H -2.420 -3.588 -1.120
C 4.941 0.894 -0.466
C 5.053 0.189 0.881
As 3.442 -0.822 1.464
C 4.359 -1.686 2.970
C 3.813 -1.513 4.239
C 4.444 -2.027 5.365
C 5.636 -2.723 5.233
C 6.195 -2.897 3.973
C 5.563 -2.378 2.852
C 3.476 -2.258 0.124
C 3.736 -3.597 0.404
C 3.641 -4.559 -0.594
C 3.280 -4.201 -1.884
C 2.993 -2.874 -2.171
C 3.082 -1.915 -1.172
As 3.227 1.870 -0.659
C 3.781 3.116 -2.055
C 3.198 4.377 -2.153
C 3.526 5.219 -3.207
C 4.428 4.810 -4.178
C 5.008 3.552 -4.091
C 4.686 2.711 -3.035
C 3.422 3.003 0.921
C 2.561 2.769 1.992
C 2.666 3.518 3.157
C 3.630 4.511 3.257
C 4.488 4.753 2.191
C 4.385 4.001 1.029
H 4.983 0.161 -1.274
H 5.776 1.584 -0.601
H 5.206 0.921 1.677
H 5.907 -0.489 0.891
H 2.883 -0.967 4.349
H 4.001 -1.882 6.343
H 6.132 -3.126 6.107
H 7.128 -3.436 3.862
H 6.014 -2.524 1.878
H 3.997 -3.902 1.408
H 3.841 -5.597 -0.356
H 3.201 -4.955 -2.657
H 2.683 -2.585 -3.168
H 2.819 -0.888 -1.405
H 2.472 4.705 -1.418
H 3.050 6.189 -3.272
H 4.671 5.466 -5.005
H 5.707 3.221 -4.850
H 5.144 1.730 -2.986
H 1.806 1.991 1.919
H 1.989 3.332 3.983
H 3.709 5.101 4.162
H 5.236 5.533 2.264
H 5.047 4.203 0.194
C -0.433 -0.480 -3.788
Si -0.363 1.400 -4.055
C 0.937 1.660 -5.410
C -2.044 1.858 -4.797
N -0.003 2.166 -2.609
C -0.047 3.446 -2.205
C 0.053 3.812 -0.827
C 0.044 5.138 -0.417
C -0.059 6.188 -1.321
C -0.174 5.867 -2.675
C -0.171 4.554 -3.097
H -0.651 -0.945 -4.756
H -1.220 -0.801 -3.099
H 0.520 -0.889 -3.435
H 0.727 1.101 -6.328
H 1.918 1.349 -5.036
H 1.018 2.720 -5.669
H -2.235 1.336 -5.741
H -2.107 2.933 -4.986
H -2.847 1.600 -4.100
H 0.151 3.077 -0.038
H 0.131 5.354 0.643
H -0.061 7.217 -0.985
H -0.261 6.662 -3.409
H -0.238 4.329 -4.158


192
Properties=species:S:1:pos:R:3 method="wB97M-V/def2-TZVPD" orbital_gap_ev=8.3579 smiles=COCCNCCOC.COCCNCCOC.COCCNCCOC.COCCNCCOC.COCCNCCOC.COCCNCCOC.COCCNCCOC.CO.CO.CO.CO homo_energy_ev=-8.340 lumo_ha=0.0007
C -13.165 -22.521 -10.145
O -14.346 -21.706 -9.872
C -14.079 -20.389 -9.379
C -15.300 -19.583 -9.885
N -16.528 -20.256 -9.456
C -17.702 -19.743 -10.148
C -18.962 -20.526 -9.798
O -18.959 -21.875 -10.184
C -20.243 -22.467 -10.010
H -12.526 -22.059 -10.898
H -13.466 -23.513 -10.481
H -12.580 -22.631 -9.232
H -13.146 -19.957 -9.741
H -14.033 -20.507 -8.297
H -15.348 -19.513 -10.972
H -15.232 -18.619 -9.383
H -16.316 -21.243 -9.478
H -17.679 -19.790 -11.237
H -17.858 -18.742 -9.748
H -19.786 -20.032 -10.313
H -19.189 -20.472 -8.733
H -20.606 -22.289 -8.998
H -20.277 -23.528 -10.257
H -20.913 -22.068 -10.771
C -3.047 -13.902 -8.698
O -2.342 -15.138 -8.461
C -3.300 -16.243 -8.346
C -2.854 -17.623 -7.825
N -3.669 -18.733 -8.385
C -5.139 -18.684 -8.158
C -5.928 -20.067 -8.498
O -5.070 -21.094 -7.995
C -5.478 -22.385 -8.476
H -3.341 -13.831 -9.745
H -2.480 -12.972 -8.665
H -3.860 -13.897 -7.973
H -3.699 -16.298 -9.358
H -4.079 -15.973 -7.633
H -2.832 -17.626 -6.736
H -1.812 -17.742 -8.120
H -3.404 -19.590 -7.921
H -5.560 -17.840 -8.706
H -5.327 -18.621 -7.086
H -6.302 -20.346 -9.483
H -6.788 -20.074 -7.829
H -5.309 -22.305 -9.550
H -6.504 -22.741 -8.387
H -4.894 -23.211 -8.071
C -5.723 -19.265 -14.681
O -4.784 -20.291 -14.832
C -3.722 -20.206 -13.866
C -2.462 -19.427 -14.343
N -1.446 -19.363 -13.275
C -0.398 -18.330 -13.549
C 0.393 -18.589 -14.867
O -0.330 -18.139 -16.095
C -0.126 -16.788 -16.302
H -6.541 -19.244 -15.401
H -5.229 -18.300 -14.799
H -6.141 -19.289 -13.675
H -3.482 -21.240 -13.615
H -4.082 -19.735 -12.951
H -2.714 -18.376 -14.482
H -2.164 -19.907 -15.275
H -1.904 -19.086 -12.418
H 0.185 -18.475 -12.639
H -0.935 -17.381 -13.552
H 0.648 -19.648 -14.919
H 1.380 -18.154 -14.708
H 0.912 -16.455 -16.310
H -0.858 -16.352 -15.623
H -0.516 -16.550 -17.292
C -3.044 -21.276 -3.085
O -2.268 -22.260 -3.720
C -0.894 -21.882 -4.010
C -0.301 -22.688 -5.251
N -0.828 -22.178 -6.458
C -0.062 -22.696 -7.604
C 1.078 -21.805 -7.879
O 2.251 -22.318 -7.207
C 3.412 -21.435 -7.405
H -3.998 -21.744 -2.843
H -3.183 -20.420 -3.745
H -2.685 -20.995 -2.095
H -0.265 -22.065 -3.139
H -0.917 -20.830 -4.294
H -0.398 -23.752 -5.032
H 0.746 -22.388 -5.200
H -1.800 -22.455 -6.478
H -0.649 -22.708 -8.523
H 0.223 -23.733 -7.426
H 0.834 -20.764 -7.670
H 1.376 -21.896 -8.924
H 4.209 -21.688 -6.706
H 2.990 -20.466 -7.138
H 3.766 -21.340 -8.432
C -12.862 -24.562 -15.576
O -11.494 -24.511 -15.872
C -10.786 -25.691 -15.893
C -9.289 -25.376 -15.908
N -8.531 -26.585 -16.361
C -7.175 -26.161 -16.876
C -6.470 -27.314 -17.548
O -7.078 -27.378 -18.851
C -6.309 -28.234 -19.766
H -13.468 -25.288 -16.119
H -13.311 -23.610 -15.859
H -13.151 -24.781 -14.548
H -10.931 -26.180 -16.856
H -11.173 -26.427 -15.189
H -9.046 -25.229 -14.856
H -9.074 -24.451 -16.442
H -9.150 -26.962 -17.064
H -6.554 -25.889 -16.022
H -7.146 -25.335 -17.586
H -6.336 -28.222 -16.961
H -5.444 -27.001 -17.743
H -6.780 -28.361 -20.740
H -6.053 -29.165 -19.260
H -5.329 -27.770 -19.882
C -5.454 -20.133 -21.018
O -4.276 -19.933 -21.732
C -3.421 -18.943 -20.956
C -2.033 -19.099 -21.636
N -1.178 -20.067 -20.933
C -1.723 -21.457 -20.865
C -1.869 -22.216 -22.190
O -0.593 -22.694 -22.702
C -0.743 -23.451 -23.886
H -5.265 -20.605 -20.054
H -6.179 -20.826 -21.445
H -5.970 -19.182 -20.893
H -3.398 -19.163 -19.889
H -3.653 -17.893 -21.129
H -1.470 -18.168 -21.697
H -2.259 -19.364 -22.669
H -0.874 -19.799 -20.008
H -2.714 -21.536 -20.419
H -1.070 -22.047 -20.222
H -2.345 -21.471 -22.827
H -2.567 -23.012 -21.927
H -0.984 -24.451 -23.527
H 0.210 -23.539 -24.407
H -1.375 -23.007 -24.656
C 0.522 -10.783 -15.116
O -0.207 -10.431 -16.357
C 0.673 -9.813 -17.272
C -0.256 -9.264 -18.481
N 0.377 -8.328 -19.481
C -0.554 -7.799 -20.453
C 0.246 -6.875 -21.425
O 0.494 -5.599 -20.898
C 0.800 -4.507 -21.811
H 0.924 -9.912 -14.598
H 1.462 -11.329 -15.184
H -0.136 -11.166 -14.336
H 1.398 -10.521 -17.673
H 1.235 -8.946 -16.926
H -1.101 -8.737 -18.039
H -0.608 -10.164 -18.986
H 0.684 -7.528 -18.946
H -1.326 -7.277 -19.889
H -0.981 -8.711 -20.872
H -0.371 -6.782 -22.319
H 1.158 -7.389 -21.728
H -0.082 -4.005 -22.208
H 1.534 -4.931 -22.496
H 1.383 -3.730 -21.317
C 7.138 -13.585 -18.091
O 6.403 -14.753 -17.887
H 8.193 -13.814 -18.241
H 6.797 -13.229 -19.063
H 6.964 -12.861 -17.296
H 6.312 -15.059 -18.793
C -10.422 -15.912 -11.444
O -11.245 -16.437 -12.489
H -10.815 -16.160 -10.458
H -9.505 -16.498 -11.501
H -10.256 -14.835 -11.424
H -10.973 -16.205 -13.380
C -5.064 -13.985 -15.820
O -4.558 -12.639 -16.069
H -6.135 -14.073 -16.004
H -4.578 -14.751 -16.425
H -4.864 -14.271 -14.787
H -3.715 -12.531 -15.622
C 6.207 -15.712 -12.577
O 5.754 -14.667 -13.382
H 5.551 -15.721 -11.706
H 6.165 -16.716 -13.000
H 7.212 -15.535 -12.196
H 5.895 -14.766 -14.326


22
Properties=species:S:1:pos:R:3 method="wB97M-V/def2-TZVPD" orbital_gap_ev=10.5569 smiles="C1OCOCO1.CC(C)=O" homo_energy_ev=-9.739 lumo_ha=0.0301
C -0.347 -1.181 1.600
O -1.035 -0.041 1.145
C -0.106 0.985 0.890
O 0.655 1.295 2.033
C 1.316 0.133 2.474
O 0.409 -0.907 2.755
H 0.303 -1.583 0.800
H -1.093 -1.960 1.851
H -0.664 1.892 0.588
H 0.558 0.703 0.050
H 1.864 0.377 3.404
H 2.058 -0.196 1.722
C 3.117 2.295 2.222
C 2.405 2.100 0.903
C 1.536 3.247 0.439
O 2.523 1.076 0.251
H 3.716 1.403 2.471
H 2.387 2.466 3.030
H 3.791 3.167 2.167
H 0.739 3.444 1.175
H 2.141 4.162 0.322
H 1.069 3.007 -0.531


18
Properties=species:S:1:pos:R:3 method="wB97M-V/def2-TZVPD" orbital_gap_ev=8.2803 homo_energy_ev=-7.491 lumo_ha=0.0290
C -2.125 0.370 -0.873
C -1.413 -0.216 0.342
N 0.030 0.114 0.409
C 0.793 0.102 1.940
C 0.845 -0.484 -0.630
O 0.382 -1.317 -1.366
C 2.270 -0.005 -0.683
H -3.195 0.146 -0.809
H -1.746 -0.054 -1.806
H -2.018 1.461 -0.907
H -1.500 -1.306 0.361
H -1.846 0.181 1.263
H -0.091 -0.172 2.540
H 1.406 -0.811 1.885
H 0.229 1.104 0.517
H 2.463 0.386 -1.686
H 2.924 -0.870 -0.534
H 2.482 0.740 0.086


131
Properties=species:S:1:pos:R:3 method="wB97M-V/def2-TZVPD" orbital_gap_ev=3.1462 charge=-1 homo_energy_ev=-2.504 lumo_ha=0.0236
C 1.242 -1.912 0.635
N 0.743 -0.717 -0.252
C 1.082 0.630 0.346
C 1.444 -0.800 -1.641
C -0.807 -0.788 -0.589
C -1.757 -0.774 0.616
O -1.767 0.500 1.276
H 2.319 -1.994 0.490
H 0.725 -2.819 0.323
H 0.985 -1.576 1.640
H 0.782 0.749 1.388
H 0.573 1.460 -0.144
H 2.163 0.692 0.216
H 2.511 -0.589 -1.706
H 0.975 -0.111 -2.343
H 1.405 -1.827 -2.002
H -0.897 -1.654 -1.245
H -0.920 0.009 -1.324
H -1.574 -1.539 1.370
H -2.724 -0.861 0.121
H -2.149 1.041 0.580
S -2.913 4.902 -1.322
O -3.054 5.538 -0.054
O -1.551 5.061 -1.784
O -3.307 3.519 -1.158
O -3.846 5.551 -2.244
C 4.454 -5.841 -4.256
C 5.663 -6.851 -4.252
O 6.525 -6.478 -3.174
O 3.615 -5.895 -5.433
H 4.780 -4.803 -4.189
H 3.804 -5.960 -3.390
H 6.074 -6.946 -5.257
H 5.360 -7.875 -4.032
H 6.952 -5.654 -3.418
H 2.915 -5.241 -5.386
C -6.816 -5.704 2.916
C -7.013 -5.655 1.399
O -5.944 -4.842 0.883
O -7.004 -4.382 3.421
H -5.779 -5.872 3.208
H -7.542 -6.432 3.279
H -7.931 -5.159 1.084
H -7.234 -6.693 1.149
H -6.150 -3.920 1.051
H -7.345 -3.868 2.686
C 0.375 7.073 2.922
C 1.453 6.749 1.810
O 1.059 7.185 0.526
O -0.654 6.145 3.057
H -0.017 8.083 2.795
H 0.841 7.137 3.906
H 1.715 5.705 1.979
H 2.394 7.289 1.920
H 0.493 6.533 0.107
H -1.316 6.178 2.363
C -2.115 2.808 -5.920
C -2.491 1.387 -5.500
O -3.559 1.477 -4.639
O -0.995 3.306 -5.281
H -2.914 3.542 -5.821
H -1.876 2.719 -6.980
H -1.692 0.679 -5.281
H -2.954 1.010 -6.412
H -3.267 1.802 -3.784
H -1.301 3.576 -4.412
C 1.697 0.315 6.460
C 0.514 1.184 5.912
O 1.109 2.370 5.469
O 2.380 -0.513 5.457
H 1.450 -0.297 7.328
H 2.459 0.894 6.983
H -0.213 1.323 6.712
H 0.129 0.606 5.072
H 0.436 2.973 5.146
H 3.124 -0.942 5.887
C 4.349 5.210 -3.487
C 5.715 4.573 -3.852
O 6.422 4.337 -2.525
O 3.479 4.247 -2.918
H 3.839 5.337 -4.442
H 4.141 6.153 -2.982
H 6.174 5.299 -4.523
H 5.622 3.665 -4.449
H 5.873 3.826 -1.926
H 2.579 4.578 -2.964
O 7.902 3.007 4.195
C 6.916 2.947 4.973
N 5.723 2.972 4.453
C 7.046 2.674 6.465
H 5.668 3.248 3.483
H 4.958 2.951 5.112
H 7.643 1.792 6.699
H 6.051 2.431 6.838
H 7.307 3.562 7.040
O -2.399 -3.801 8.698
C -2.501 -2.611 8.472
N -2.111 -1.756 9.321
C -3.195 -2.170 7.244
H -2.400 -0.800 9.173
H -1.603 -2.017 10.154
H -4.249 -2.401 7.402
H -3.025 -2.870 6.426
H -2.937 -1.148 6.966
O -0.790 -5.918 -2.021
C -1.092 -7.090 -1.954
N -1.098 -7.855 -3.024
C -1.147 -7.790 -0.611
H -0.996 -8.852 -2.900
H -0.842 -7.455 -3.915
H -0.216 -8.318 -0.402
H -2.049 -8.387 -0.482
H -1.028 -7.040 0.171
O -7.439 -0.580 1.079
C -7.493 0.449 0.453
N -6.809 1.493 0.883
C -8.488 0.552 -0.797
H -6.323 2.011 0.165
H -6.517 1.338 1.837
H -8.653 1.616 -0.966
H -9.446 0.090 -0.560
H -8.079 0.168 -1.732
O 3.995 1.616 -9.376
C 3.375 1.591 -8.370
N 2.574 2.592 -8.088
C 3.464 0.359 -7.544
H 1.966 2.622 -7.283
H 2.455 3.295 -8.804
H 4.087 -0.384 -8.042
H 2.473 -0.075 -7.414
H 3.801 0.799 -6.606


17
Properties=species:S:1:pos:R:3 method="wB97M-V/def2-TZVPD" orbital_gap_ev="7.6158 / 2.6240" s2=0.753 charge=+1 homo_energy_ev="-12.052 / -12.052" lumo_ha="-0.1630 / -0.3465" spin_multiplicity=2
C -0.318 -1.938 1.933
C 0.199 -2.923 0.893
S 0.485 -4.635 1.694
H -1.420 -1.923 1.734
H -0.035 -2.146 3.037
H 0.008 -0.782 1.835
H 1.201 -2.695 0.489
H -0.478 -3.176 0.053
H 1.360 -4.306 2.542
N -1.000 2.608 -2.004
C 0.165 3.573 -1.733
O 1.397 2.903 -2.132
H -1.840 3.223 -1.895
H -1.075 1.919 -1.202
H 0.214 3.853 -0.572
H 0.025 4.386 -2.522
H 1.112 2.058 -2.150


10
Properties=species:S:1:pos:R:3 method="wB97M-V/def2-TZVPD" orbital_gap_ev=10.7005 smiles="NC(=O)C(N)=O" homo_energy_ev=-9.972 lumo_ha=0.0268
N 0.600 1.113 -1.224
C 0.662 -0.061 -0.571
O 1.443 -0.975 -0.764
C -0.430 -0.096 0.487
N -0.651 -1.156 1.259
O -1.173 0.867 0.679
H -0.108 1.779 -0.943
H 1.248 1.313 -1.964
H -1.434 -0.742 1.780
H -0.157 -2.042 1.261